# C3H9N2

A cluster of 2 separate species, C3H9N2 in total in a non-equilibrium geometry (the ωB97M-V functional and the def2-TZVPD basis, the Open Molecules 2025 dataset).

Orbital gap, eV: 7.080
Multiplicity: 1
Total charge: +1

```
14
Properties=species:S:1:pos:R:3:forces:R:3
N 1.437 -0.772 -1.101 0.3 0.0 1.7
N -0.095 1.358 -0.152 -1.3 1.7 0.6
C 0.878 -1.907 -1.000 -1.0 -0.3 -2.5
C -1.798 0.360 1.320 0.3 0.3 0.2
C -0.594 0.929 1.131 0.8 -0.8 0.0
H 0.575 2.129 -0.150 -0.1 0.0 0.5
H 0.146 0.950 1.930 0.4 -1.0 -0.3
H 0.926 0.068 -0.692 -0.3 0.1 -0.5
H -0.197 -1.970 -0.846 0.1 0.4 0.8
H 2.435 -0.668 -1.268 -0.1 -0.2 -0.4
H -2.744 0.786 1.009 0.1 -0.6 -1.2
H -0.935 1.765 -0.579 0.3 -0.4 -0.9
H 1.261 -2.795 -1.500 0.8 0.0 0.7
H -1.831 -0.559 1.891 -0.3 0.8 1.3
```
Positions in Å, forces in eV/Å.

# C12H19Cl12NO6

A cluster of 7 separate species, C12H19Cl12NO6 in total in a non-equilibrium geometry (the ωB97M-V functional and the def2-TZVPD basis, the Open Molecules 2025 dataset).

Orbital gap, eV: 10.613
Multiplicity: 1

```
50
Properties=species:S:1:pos:R:3:forces:R:3
Cl -9.284 -13.355 5.478 -0.2 -0.1 0.3
Cl -0.721 -24.132 2.160 -1.0 -1.3 0.6
Cl -0.090 -26.837 3.092 0.8 -0.2 0.2
Cl -5.296 -21.954 4.380 0.4 -0.1 -0.1
Cl -4.049 -22.557 11.427 0.4 -0.2 0.2
Cl -9.559 -15.325 7.701 0.6 0.5 -0.6
Cl -6.914 -14.226 6.876 -0.5 -0.5 -0.1
Cl -1.998 -21.758 9.366 -1.6 -0.3 0.5
Cl -2.635 -26.515 1.992 -0.2 0.9 0.1
Cl -6.491 -19.468 3.656 -0.6 0.0 -0.1
Cl -4.619 -20.369 9.646 0.3 0.1 0.1
Cl -8.105 -21.874 4.449 -0.8 0.5 0.1
O -3.801 -21.003 -2.663 0.5 2.1 -1.1
O -9.285 -28.391 2.283 2.1 -2.0 1.3
O -8.465 -28.936 4.310 -0.1 1.0 2.6
O -7.718 -29.998 2.735 2.3 -2.8 0.6
O -3.529 -23.051 -2.861 1.0 -1.7 -0.2
O -4.486 -22.332 -0.937 0.8 1.1 -1.7
N -12.603 -24.800 1.161 2.3 0.9 -0.6
C -1.385 -25.677 2.933 0.7 0.2 -0.4
C -3.977 -22.099 -2.039 -1.1 -3.7 2.7
C -7.178 -30.260 1.500 -0.1 0.0 -2.9
C -10.257 -23.661 0.708 -0.1 -1.3 0.9
C -9.068 -27.783 4.957 -0.2 -0.2 -0.8
C -11.554 -24.344 0.924 -1.8 -0.3 0.3
C -3.309 -24.449 -2.421 -0.4 0.9 0.1
C -8.546 -29.082 3.027 -3.3 4.1 -2.3
C -6.723 -21.208 3.623 1.0 -0.8 -0.1
C -3.778 -21.925 9.830 0.1 0.6 -0.9
C -4.306 -19.779 -2.193 -0.7 0.9 0.7
C -8.537 -14.712 6.344 -0.4 0.0 -0.1
H -5.387 -19.727 -2.319 0.0 0.0 -0.4
H -4.222 -24.842 -1.973 0.0 0.0 -0.2
H -6.449 -29.523 1.164 -0.4 0.6 0.2
H -9.922 -27.431 4.378 -0.3 -0.5 0.3
H -6.747 -21.590 2.602 0.0 0.5 0.1
H -2.989 -25.012 -3.299 -0.5 0.3 -0.2
H -8.521 -15.505 5.596 0.5 0.0 0.4
H -1.696 -25.492 3.961 -0.4 0.5 -0.5
H -2.493 -24.592 -1.713 0.0 0.7 0.2
H -4.169 -19.586 -1.129 0.5 -0.4 0.1
H -4.311 -22.545 9.110 0.7 -0.2 0.1
H -6.590 -31.169 1.373 -0.4 -0.4 1.3
H -9.589 -24.062 1.470 0.0 0.1 0.4
H -9.295 -28.119 5.969 -0.1 0.2 -0.2
H -7.989 -30.360 0.780 0.1 0.3 -0.3
H -9.745 -24.028 -0.181 -0.5 0.7 -0.4
H -10.356 -22.592 0.898 0.1 -0.1 -0.6
H -3.797 -18.999 -2.760 -0.2 -0.2 0.0
H -8.402 -26.921 4.949 0.5 -0.3 0.2
```
Positions in Å, forces in eV/Å.

What are the molecular weight values for these records? In order: 73.1, 698.7 u.